C28H56O56S14 as an isolated structure, computed with wB97M-V/def2-TZVPD.

HOMO level = -10.355 eV
energy = -10887.8940 a.u.
LUMO energy = -0.61 eV

The geometry in ORCA input format:
```
! RIJCOSX wB97M-V def2-TZVPD def2/J DEFGRID3
* xyz 0 1
C 4.14 -2.45 -0.87
C 5.63 -2.65 -0.74
O 5.93 -4.04 -1.02
S 4.73 -4.79 -1.84
O 4.66 -6.20 -1.60
O 4.82 -4.28 -3.25
O 3.72 -3.83 -0.92
H 3.73 -1.89 -1.71
H 3.69 -2.06 0.05
H 6.03 -2.40 0.24
H 6.20 -2.07 -1.47
C -3.26 6.30 -2.83
C -1.70 6.21 -2.88
O -1.50 5.00 -3.48
S -2.53 3.78 -2.95
O -2.18 3.54 -1.52
O -2.63 2.71 -3.98
O -3.69 4.92 -3.00
H -3.69 6.81 -3.70
H -3.52 6.74 -1.87
H -1.04 6.36 -2.03
H -1.38 6.97 -3.59
C 3.28 5.30 1.90
C 3.78 4.02 1.19
O 2.65 3.39 0.53
S 1.28 4.42 0.54
O 0.29 3.97 1.55
O 0.81 4.77 -0.79
O 2.15 5.70 1.19
H 3.92 6.18 1.92
H 3.06 5.10 2.95
H 4.17 3.38 1.98
H 4.41 4.48 0.43
C 1.36 0.20 -0.07
C -0.07 0.62 -0.48
O -0.98 -0.08 0.36
S -0.26 -1.07 1.46
O -0.84 -2.38 1.49
O 0.01 -0.36 2.71
O 1.17 -1.07 0.64
H 1.88 0.95 0.52
H 2.10 0.14 -0.87
H -0.29 0.46 -1.53
H -0.31 1.64 -0.18
C -5.80 2.43 -0.72
C -6.01 2.42 -2.27
O -5.48 1.23 -2.79
S -4.56 0.46 -1.67
O -3.16 0.84 -1.81
O -4.83 -0.99 -1.61
O -5.19 1.19 -0.40
H -6.81 2.40 -0.30
H -5.23 3.31 -0.43
H -5.59 3.24 -2.86
H -7.06 2.43 -2.56
C -1.81 -1.50 -5.73
C -2.07 -0.07 -5.04
O -3.43 -0.09 -4.67
S -4.24 -1.52 -5.12
O -5.56 -1.21 -5.76
O -4.24 -2.54 -4.08
O -3.09 -1.82 -6.28
H -1.60 -2.19 -4.91
H -1.01 -1.59 -6.46
H -1.61 0.82 -5.47
H -1.59 -0.09 -4.06
C -3.39 -4.40 0.03
C -3.99 -4.30 -1.39
O -4.13 -5.62 -1.70
S -3.07 -6.74 -1.05
O -2.09 -7.17 -2.02
O -3.83 -7.72 -0.28
O -2.52 -5.49 -0.12
H -4.23 -4.50 0.72
H -2.69 -3.58 0.20
H -3.31 -3.73 -2.02
H -4.94 -3.77 -1.36
C -2.33 3.64 3.96
C -1.91 2.16 3.77
O -2.40 1.70 5.04
S -3.36 2.75 5.97
O -2.63 3.37 7.04
O -4.60 2.06 6.33
O -3.52 3.69 4.68
H -2.38 4.13 2.99
H -1.47 4.16 4.37
H -0.87 1.85 3.68
H -2.50 1.86 2.90
C 3.61 -1.02 3.60
C 4.14 -0.14 4.81
O 5.24 0.58 4.24
S 5.45 0.29 2.63
O 6.33 -0.82 2.39
O 5.56 1.55 1.89
O 3.87 -0.13 2.58
H 2.54 -1.07 3.83
H 4.13 -1.98 3.59
H 4.49 -0.74 5.64
H 3.41 0.60 5.14
C 0.58 -4.76 -0.05
C 0.96 -6.01 -0.86
O 1.04 -7.10 0.10
S 1.12 -6.54 1.68
O 2.49 -6.06 1.91
O 0.51 -7.40 2.69
O 0.17 -5.29 1.14
H -0.18 -4.11 -0.50
H 1.45 -4.15 0.16
H 1.91 -5.88 -1.38
H 0.22 -6.04 -1.66
C 1.47 4.09 -4.07
C 2.84 3.89 -3.35
O 2.93 2.53 -3.12
S 2.03 1.66 -4.22
O 1.44 0.51 -3.53
O 2.88 1.45 -5.38
O 0.89 2.88 -4.51
H 1.31 4.92 -4.75
H 0.76 4.42 -3.31
H 2.83 4.45 -2.42
H 3.60 4.34 -4.00
C 6.51 1.28 -4.04
C 6.49 2.68 -3.46
O 6.36 2.45 -2.10
S 6.07 0.89 -1.73
O 4.88 0.77 -0.85
O 7.31 0.18 -1.31
O 5.77 0.43 -3.25
H 7.52 0.90 -4.17
H 6.05 1.10 -5.01
H 5.72 3.28 -3.95
H 7.44 3.14 -3.72
C -5.92 0.80 3.27
C -6.96 -0.05 2.56
O -6.14 -0.54 1.48
S -4.64 -1.00 1.97
O -3.58 -0.86 0.96
O -4.75 -2.22 2.75
O -4.64 0.30 2.98
H -6.11 0.78 4.34
H -5.99 1.85 2.99
H -7.69 0.59 2.04
H -7.34 -0.84 3.20
C 0.48 -4.53 5.50
C 0.42 -3.13 4.85
O 1.18 -2.31 5.69
S 1.32 -2.90 7.20
O 0.23 -2.59 8.13
O 2.74 -2.68 7.67
O 1.06 -4.45 6.69
H 0.99 -5.36 5.01
H -0.53 -4.93 5.48
H -0.57 -2.69 4.85
H 0.71 -3.29 3.81
*
```



An isolated ion of composition C4H5N2 and charge +1, computed with wB97M-V/def2-TZVPD.

HOMO level = -14.385 eV
energy = -264.5099 a.u.
structure (SMILES) = C=[NH+]/C=C1C=N\1
LUMO energy = -5.56 eV

The geometry in ORCA input format:
```
! RIJCOSX wB97M-V def2-TZVPD def2/J DEFGRID3
* xyz 1 1
C -0.33 -0.66 -1.42
C 0.09 0.29 1.01
C 0.81 -0.16 -1.07
C -1.71 -0.93 -1.38
N -1.15 -1.42 -2.41
N 0.88 0.53 0.06
H -0.71 -0.45 0.85
H 0.14 0.77 1.89
H 1.80 -0.20 -1.53
H -2.59 -0.93 -0.81
H 1.83 0.98 0.21
*
```



C22H64N6O10 as an isolated structure, computed with wB97M-V/def2-TZVPD.

HOMO level = -6.953 eV
energy = -1956.7554 a.u.
LUMO energy = -0.17 eV

The geometry in ORCA input format:
```
! RIJCOSX wB97M-V def2-TZVPD def2/J DEFGRID3
* xyz 0 1
C 10.77 -30.51 5.97
O 12.00 -31.15 5.68
H 10.55 -30.50 7.00
H 10.02 -30.95 5.36
H 10.80 -29.53 5.57
H 12.41 -30.70 4.91
C 11.64 -30.36 2.69
O 10.30 -30.29 3.05
N 12.13 -31.08 1.73
N 12.50 -29.84 3.44
H 11.45 -31.33 1.06
H 13.09 -31.15 1.46
H 12.16 -28.89 3.85
H 13.44 -29.84 3.02
C 8.01 -34.06 0.52
O 7.90 -35.24 1.31
N 6.89 -33.44 0.41
N 8.36 -32.94 1.00
H 6.18 -34.22 0.42
H 6.90 -33.18 -0.67
H 9.26 -33.23 1.45
H 8.82 -32.34 0.30
C 6.05 -33.97 3.59
O 5.84 -35.21 4.10
N 5.36 -33.45 2.61
N 7.12 -33.29 3.32
H 5.16 -34.20 1.88
H 4.42 -33.51 2.96
H 7.94 -33.90 3.32
H 7.42 -32.90 4.27
C 16.97 -31.87 1.59
C 15.65 -31.66 0.94
C 14.90 -33.03 0.98
O 14.90 -30.80 1.44
H 17.57 -30.96 1.77
H 17.47 -32.66 0.96
H 16.77 -32.31 2.57
H 15.88 -31.47 -0.12
H 15.52 -33.88 0.59
H 14.01 -32.99 0.40
H 14.54 -33.32 1.99
H 15.36 -30.16 2.00
C 6.41 -32.90 6.72
C 7.81 -33.44 6.74
C 7.85 -34.99 7.04
O 8.39 -33.21 5.64
H 6.27 -31.88 6.41
H 6.03 -32.99 7.72
H 5.70 -33.53 6.11
H 8.30 -32.87 7.52
H 7.51 -35.08 8.09
H 8.86 -35.59 7.02
H 7.21 -35.51 6.34
H 9.28 -33.22 5.97
C 10.03 -35.04 3.94
C 10.67 -33.67 3.74
C 12.17 -33.92 3.76
O 10.44 -33.12 2.64
H 8.96 -35.01 3.97
H 10.39 -35.34 4.90
H 10.53 -35.77 3.31
H 10.40 -32.99 4.53
H 12.60 -34.52 3.05
H 12.42 -34.30 4.75
H 12.76 -32.98 3.85
H 11.16 -32.51 2.63
C 13.17 -32.91 7.95
C 11.76 -33.55 8.03
C 10.88 -32.93 9.09
O 11.09 -33.33 7.02
H 13.87 -33.47 7.26
H 13.65 -32.85 8.92
H 13.08 -31.82 7.69
H 11.73 -34.61 8.13
H 10.68 -31.87 8.98
H 11.49 -32.97 9.95
H 10.05 -33.45 9.43
H 11.62 -32.67 6.56
C 11.67 -34.61 0.00
C 11.11 -34.15 -1.31
C 11.30 -35.24 -2.38
O 9.90 -33.81 -1.38
H 12.74 -34.90 -0.18
H 11.14 -35.49 0.38
H 11.56 -33.78 0.63
H 11.64 -33.26 -1.66
H 10.75 -36.10 -2.13
H 12.35 -35.45 -2.45
H 10.99 -34.98 -3.43
H 9.61 -33.32 -2.15
C 16.40 -31.31 6.77
C 16.47 -31.72 5.32
C 15.06 -31.77 4.77
O 17.11 -30.99 4.59
H 17.39 -31.15 7.15
H 15.86 -31.98 7.35
H 16.07 -30.28 6.83
H 16.86 -32.67 5.14
H 14.49 -32.37 5.42
H 14.78 -32.23 3.80
H 14.70 -30.79 4.68
H 18.00 -31.32 4.57
*
```



An isolated ion of composition C5H12N3 and charge +1, computed with wB97M-V/def2-TZVPD.

HOMO level (alpha / beta) = -9.900 / -14.487 eV
energy = -361.5171 a.u.
LUMO energy (alpha / beta) = -2.65 / -7.51 eV

The geometry in ORCA input format:
```
! RIJCOSX wB97M-V def2-TZVPD def2/J DEFGRID3
* xyz 1 3
C 1.88 -1.11 2.11
C 1.48 -1.00 0.88
C 0.47 0.20 -0.88
C -0.60 1.13 -2.91
C -1.60 -0.41 1.34
N -0.43 1.06 -1.44
N 0.50 -0.13 0.41
N -0.47 0.53 1.25
H 2.71 -1.82 2.28
H 1.84 -0.39 2.91
H 1.80 -1.81 0.13
H 1.04 -0.41 -1.53
H 0.36 0.80 -3.40
H -0.84 2.12 -3.21
H -1.34 0.43 -3.35
H -1.99 -0.54 0.32
H -1.30 -1.15 1.98
H -2.31 0.20 1.85
H -1.06 1.64 -0.96
H -0.14 0.67 2.20
*
```



C2H5NO in the gas phase, computed with wB97M-V/def2-TZVPD.

HOMO level = -8.421 eV
energy = -209.0318 a.u.
LUMO energy = 0.65 eV

The geometry in ORCA input format:
```
! RIJCOSX wB97M-V def2-TZVPD def2/J DEFGRID3
* xyz 0 1
C 0.75 -1.55 0.20
C -0.74 0.42 0.08
N 0.44 -0.34 0.08
O 1.49 0.69 -0.24
H 1.22 1.09 -1.11
H 0.03 -2.20 0.65
H -0.93 0.97 -0.89
H -1.61 -0.19 0.17
H -0.64 1.10 1.06
*
```



A 9-piece molecular cluster, C6H26O8 overall, computed with wB97M-V/def2-TZVPD.

HOMO level (alpha / beta) = 0.497 / -6.661 eV
energy = -845.9377 a.u.
LUMO energy (alpha / beta) = 2.54 / 2.47 eV

The geometry in ORCA input format:
```
! RIJCOSX wB97M-V def2-TZVPD def2/J DEFGRID3
* xyz -1 2
C 1.20 -2.17 0.82
C 0.63 -2.56 2.04
C 2.52 -1.30 0.51
C 2.39 0.24 0.31
C 2.07 1.18 1.20
C 2.04 2.55 0.69
H 0.73 -2.64 -0.09
H -0.33 -3.09 2.18
H 1.06 -2.35 2.98
H 3.12 -1.68 -0.36
H 3.27 -1.68 1.40
H 2.42 0.41 -0.80
H 1.99 1.05 2.29
H 1.63 3.38 1.39
H 1.45 2.68 -0.21
H 3.11 2.99 0.58
H -0.97 -2.22 4.51
H -2.05 -1.35 3.64
O -1.90 -2.24 3.97
H -4.05 2.20 -2.55
H -3.16 2.28 -1.24
O -3.19 2.27 -2.27
H -1.71 -0.93 -2.69
H -0.25 -0.17 -2.60
O -0.91 -0.67 -2.10
H 3.31 0.66 -3.85
H 3.51 2.12 -3.40
O 3.16 1.33 -3.21
H 1.09 1.74 -3.05
H -0.23 2.57 -3.18
O 0.08 1.66 -3.10
H -2.65 0.96 1.23
H -3.45 1.46 2.41
O -3.36 0.63 1.83
H -3.21 -3.58 -1.14
H -3.86 -3.61 0.14
O -3.04 -3.45 -0.19
H -1.33 -0.13 0.62
H -0.11 0.74 0.38
O -1.03 0.74 0.91
*
```



A 2-piece molecular cluster, C4H12O overall, computed with wB97M-V/def2-TZVPD.

HOMO level = -10.393 eV
energy = -234.8130 a.u.
structure (SMILES) = CCO.CC
LUMO energy = 0.94 eV

The geometry in ORCA input format:
```
! RIJCOSX wB97M-V def2-TZVPD def2/J DEFGRID3
* xyz 0 1
C -0.96 2.40 -0.17
C -1.88 1.33 -0.77
H 0.07 2.31 -0.49
H -1.35 3.39 -0.37
H -0.87 2.27 0.92
H -2.78 1.22 -0.20
H -1.36 0.41 -0.94
H -2.22 1.67 -1.76
C 0.95 -1.59 0.89
C 1.29 -1.91 -0.57
O 2.17 -1.30 1.55
H 0.26 -0.74 0.90
H 0.48 -2.49 1.30
H 1.66 -2.93 -0.66
H 2.00 -1.11 2.48
H 2.09 -1.24 -0.89
H 0.45 -1.70 -1.22
*
```



A 2-piece molecular cluster, C3H6N2O2 overall, computed with wB97M-V/def2-TZVPD.

HOMO level = -10.092 eV
energy = -377.9019 a.u.
structure (SMILES) = O=C1COC=N1.N
LUMO energy = 0.63 eV

The geometry in ORCA input format:
```
! RIJCOSX wB97M-V def2-TZVPD def2/J DEFGRID3
* xyz 0 1
N -1.13 -0.49 -1.80
C -0.32 0.72 0.82
O -1.47 1.08 0.84
C 0.19 -0.67 1.17
O 1.61 -0.55 1.00
C 1.80 0.71 0.59
N 0.80 1.50 0.45
H -1.90 0.02 -1.37
H -1.55 -1.15 -2.45
H -0.20 -1.40 0.47
H -0.02 -0.95 2.20
H 2.83 0.97 0.41
H -0.62 0.20 -2.35
*
```



C17H29BeBrCl3F2KNaO16P2V as an isolated structure, computed with wB97M-V/def2-TZVPD.

HOMO level = -6.963 eV
energy = -8426.1352 a.u.
LUMO energy = -5.63 eV

The geometry in ORCA input format:
```
! RIJCOSX wB97M-V def2-TZVPD def2/J DEFGRID3
* xyz 0 1
C -2.29 0.33 1.37
C -1.00 -0.51 1.31
C 0.11 0.26 1.99
Cl 1.52 -0.85 2.18
O 0.37 1.38 1.17
P 1.85 2.01 1.29
O 2.34 2.15 2.63
O 2.89 1.31 0.35
C 2.75 1.62 -1.07
C 1.44 1.19 -1.70
C 1.46 1.51 -3.21
C 0.00 1.64 -3.68
C -0.71 0.28 -3.72
C -1.96 0.24 -2.87
O -2.93 1.17 -3.34
C -3.91 1.29 -2.30
O 1.71 3.52 0.64
P 0.43 4.44 1.10
C 1.07 6.12 1.66
O -0.44 4.81 -0.22
H -2.21 1.10 0.61
H -2.37 0.86 2.32
H -3.19 -0.27 1.18
H -0.72 -0.55 0.26
H -1.12 -1.50 1.74
H -0.20 0.55 2.99
H 2.95 2.66 -1.28
H 3.54 1.05 -1.57
H 1.28 0.12 -1.52
H 0.60 1.76 -1.29
H 1.90 2.51 -3.30
H 2.01 0.76 -3.78
H -0.49 2.31 -2.98
H 0.03 2.08 -4.67
H -0.07 -0.52 -3.35
H -1.03 0.07 -4.74
H -1.77 0.44 -1.81
H -2.39 -0.77 -2.96
H -4.81 1.73 -2.69
H -3.47 1.88 -1.49
H -4.18 0.31 -1.89
H 1.54 6.65 0.83
H 1.81 5.98 2.48
H 0.25 6.77 2.03
H -0.32 4.19 -0.95
Be -4.31 -1.68 2.23
C -0.42 -6.35 1.32
C -0.55 -5.05 1.05
C -1.75 -4.50 0.33
O -1.79 -3.29 0.14
C -2.76 -5.42 -0.09
C -2.64 -6.74 0.16
C -1.44 -7.26 0.92
O -1.32 -8.56 1.26
O -3.57 -7.59 -0.25
O 0.39 -4.16 1.41
H 0.43 -6.75 1.85
H -3.61 -5.02 -0.63
H -3.30 -8.48 0.00
H 0.06 -3.27 1.11
Br -2.78 -8.84 2.50
O 5.75 2.10 3.17
Cl 5.68 1.02 4.13
O 4.93 1.44 5.28
O 7.02 0.65 4.54
O 5.04 -0.12 3.52
K -0.42 5.63 3.32
Cl -4.70 1.52 -4.98
O 3.56 4.15 -2.71
V 3.77 5.44 -1.62
O 3.92 6.72 -0.55
F 1.26 2.90 5.26
Na 2.31 -4.75 0.42
F -1.01 -7.86 -0.81
*
```



C3H8N2O in the gas phase, computed with wB97M-V/def2-TZVPD.

HOMO level = -9.582 eV
energy = -303.8567 a.u.
structure (SMILES) = CNC(=O)CN
LUMO energy = 0.90 eV

The geometry in ORCA input format:
```
! RIJCOSX wB97M-V def2-TZVPD def2/J DEFGRID3
* xyz 0 1
O 0.14 -1.32 -0.65
C -0.08 -0.41 0.16
N 0.98 0.41 0.54
N -2.43 -0.15 -0.76
C 2.33 0.23 -0.01
C -1.54 0.01 0.41
H 0.76 1.25 1.07
H -1.82 -0.22 -1.59
H -2.90 -1.03 -0.70
H 2.88 -0.51 0.56
H 2.30 0.00 -1.11
H 2.84 1.24 0.09
H -1.89 -0.56 1.27
H -1.55 1.07 0.71
*
```